1.
C45H99BeClN6O9 | ωB97M-V with the def2-TZVPD basis set

Each line ends with the Mulliken charge.
Geometry (Å):
Be  17.97  -2.21  -4.38  0.875
N  22.53  -2.47  0.15  -0.206
H  22.23  -2.21  -0.80  0.136
H  21.80  -3.07  0.53  0.408
H  22.73  -1.60  0.65  0.236
H  23.37  -3.03  0.00  0.447
Cl  20.95  -0.70  -3.70  1.148
O  21.88  -1.47  -2.84  -0.517
O  21.48  0.50  -4.29  -0.213
O  20.52  -1.50  -4.86  -0.452
O  19.72  -0.50  -2.96  -0.765
C  21.95  3.91  -5.39  -2.178
C  21.70  3.67  -6.83  2.161
C  20.39  4.42  -7.10  -1.394
C  20.03  4.52  -8.59  -0.432
C  21.15  5.29  -9.28  -1.362
C  22.54  4.66  -9.09  1.424
N  22.76  4.28  -7.70  0.236
O  23.99  3.72  -7.44  -0.338
C  22.71  3.48  -10.13  -1.354
C  23.61  5.67  -9.49  -1.893
C  21.59  2.18  -7.09  -0.136
H  22.80  3.31  -5.04  0.388
H  21.17  3.43  -4.80  0.351
H  22.13  4.93  -5.06  0.442
H  19.64  3.81  -6.59  0.362
H  20.39  5.40  -6.61  0.436
H  19.09  4.97  -8.89  0.480
H  19.98  3.50  -9.00  0.152
H  21.19  6.34  -9.00  0.262
H  20.99  5.22  -10.36  0.509
H  22.49  2.53  -9.64  0.248
H  22.12  3.58  -11.03  0.323
H  23.77  3.40  -10.36  0.417
H  23.52  6.07  -10.51  0.397
H  23.61  6.52  -8.80  0.464
H  24.67  5.43  -9.43  0.361
H  20.59  1.90  -6.73  -0.216
H  22.41  1.70  -6.56  -0.745
H  21.62  1.77  -8.09  0.369
H  24.28  4.21  -6.65  0.382
C  24.56  -1.43  -6.77  -1.880
C  25.49  -0.39  -6.02  2.582
C  24.96  -0.09  -4.56  -0.254
C  25.62  -0.98  -3.50  -0.483
C  26.24  -2.24  -4.08  -0.972
C  27.26  -1.96  -5.22  1.362
N  26.91  -0.70  -5.89  0.248
O  27.66  -0.55  -7.08  -0.478
C  28.68  -1.88  -4.59  -1.766
C  27.26  -3.24  -6.11  -1.553
C  25.28  0.98  -6.74  -1.639
H  24.10  -2.19  -6.12  0.220
H  25.06  -1.83  -7.65  0.380
H  23.59  -0.93  -6.88  0.332
H  25.04  0.92  -4.15  0.486
H  23.90  -0.36  -4.53  -0.682
H  24.94  -1.23  -2.69  0.190
H  26.47  -0.41  -3.13  0.295
H  25.46  -2.91  -4.46  -0.402
H  26.68  -2.89  -3.32  0.733
H  29.35  -1.62  -5.42  0.418
H  28.78  -0.99  -3.96  0.383
H  28.91  -2.76  -3.99  0.426
H  27.84  -2.98  -7.00  0.482
H  27.93  -4.01  -5.73  0.423
H  26.26  -3.62  -6.32  0.119
H  24.28  1.08  -7.18  -0.135
H  25.89  0.95  -7.64  0.688
H  25.44  1.94  -6.24  0.183
H  27.84  0.39  -7.12  0.384
C  21.26  -0.11  2.84  -2.006
C  21.23  1.20  2.08  1.763
C  21.92  2.26  3.01  -1.382
C  22.19  3.55  2.19  -0.664
C  23.14  3.14  1.07  -1.374
C  22.55  2.16  0.06  1.661
N  21.93  1.06  0.82  0.215
O  21.37  0.14  -0.11  0.068
C  21.60  2.92  -0.92  -1.813
C  23.69  1.56  -0.77  -1.868
C  19.77  1.76  1.84  -1.599
H  22.28  -0.41  3.10  0.409
H  20.89  -0.94  2.23  0.332
H  20.71  -0.13  3.78  0.407
H  21.27  2.66  3.79  0.441
H  22.77  1.89  3.59  0.385
H  22.61  4.36  2.78  0.475
H  21.25  3.92  1.78  0.243
H  24.11  2.87  1.49  0.437
H  23.33  4.09  0.56  0.453
H  21.00  2.24  -1.53  0.327
H  20.97  3.70  -0.49  0.300
H  22.17  3.44  -1.70  0.574
H  24.18  2.34  -1.35  0.512
H  24.41  0.94  -0.23  0.433
H  23.39  0.84  -1.54  0.061
H  19.54  2.57  2.53  0.335
H  19.03  0.98  2.02  0.440
H  19.63  2.04  0.80  0.297
H  20.74  0.78  -0.50  0.174
C  21.46  -4.30  -7.20  -1.556
C  21.76  -5.70  -6.61  2.260
C  20.40  -6.42  -6.43  -1.179
C  19.74  -6.85  -7.73  -0.704
C  20.73  -7.87  -8.30  -1.353
C  22.06  -7.21  -8.70  1.244
N  22.60  -6.38  -7.61  0.338
O  23.87  -5.91  -7.89  -0.357
C  23.02  -8.42  -8.97  -1.856
C  21.85  -6.50  -10.01  -1.502
C  22.53  -5.62  -5.30  -1.893
H  22.38  -3.91  -7.63  0.133
H  20.72  -4.28  -8.00  0.264
H  21.05  -3.55  -6.51  0.382
H  20.39  -7.16  -5.62  0.389
H  19.70  -5.65  -6.06  0.249
H  18.75  -7.24  -7.47  0.418
H  19.41  -5.94  -8.23  0.346
H  20.25  -8.35  -9.16  0.562
H  20.84  -8.64  -7.53  0.404
H  23.40  -8.86  -8.04  0.427
H  23.87  -8.03  -9.53  0.397
H  22.52  -9.28  -9.41  0.380
H  22.65  -5.80  -10.26  0.361
H  20.88  -6.00  -9.92  0.326
H  21.61  -7.18  -10.83  0.430
H  21.84  -5.08  -4.64  0.422
H  22.72  -6.63  -4.94  0.450
H  23.45  -5.04  -5.25  0.170
H  23.69  -5.21  -8.55  0.348
C  18.69  -0.85  -7.56  -1.247
C  17.31  -0.20  -7.46  1.663
C  16.44  -0.86  -8.54  -1.344
C  14.94  -0.67  -8.35  -0.882
C  14.49  -1.06  -6.93  -1.005
C  15.30  -0.28  -5.85  1.126
N  16.73  -0.50  -6.09  0.791
O  17.57  0.10  -5.11  -0.210
C  14.68  1.14  -5.63  -1.477
C  14.90  -1.08  -4.59  -1.940
C  17.36  1.31  -7.73  -1.209
H  18.60  -1.78  -6.98  -0.056
H  19.39  -0.24  -6.99  -0.017
H  18.94  -0.99  -8.61  0.474
H  16.66  -0.64  -9.58  0.542
H  16.59  -1.95  -8.54  0.386
H  14.39  -1.29  -9.06  0.480
H  14.61  0.35  -8.57  0.314
H  14.36  -2.14  -6.89  0.457
H  13.55  -0.50  -6.91  0.343
H  14.84  1.85  -6.43  0.337
H  13.60  1.01  -5.60  0.498
H  14.89  1.50  -4.62  0.356
H  13.84  -1.28  -4.50  0.424
H  15.35  -2.08  -4.65  0.287
H  15.22  -0.47  -3.74  0.348
H  17.48  1.53  -8.79  0.514
H  18.11  1.82  -7.12  -0.124
H  16.41  1.80  -7.56  0.211
H  17.81  1.01  -5.35  0.314

Results
* energy: -88526.631 eV
* LUMO energy: -9.77 eV
* frontier orbital gap: 1.63 eV
* energy relative to the best compared isomer or geometry (same formula, charge and spin): 0.0 kJ/mol
* HOMO energy: -11.396 eV
* total charge: +2

2.
C45H99FK2N8O9 | ωB97M-V with the def2-TZVPD basis set

Each line ends with the Mulliken charge.
Geometry (Å):
K  0.05  3.10  -1.84  0.810
K  1.40  -0.19  -0.90  0.454
F  -1.04  0.96  -0.45  -1.702
C  3.53  3.89  -3.63  -1.561
C  3.37  2.47  -2.99  0.770
C  3.60  2.53  -1.51  -0.449
O  2.11  1.78  -3.20  -0.812
H  2.62  4.47  -3.50  0.199
H  3.73  3.83  -4.70  0.385
H  4.36  4.36  -3.11  0.422
H  4.18  1.87  -3.40  -0.080
H  3.73  1.54  -1.08  -0.109
H  2.87  3.09  -0.93  -0.078
H  4.55  3.01  -1.31  0.466
C  0.24  -1.72  1.97  0.001
O  1.39  -1.64  1.49  -0.419
N  -0.35  -2.91  2.27  0.529
C  -1.68  -2.98  2.75  -0.710
C  0.23  -4.24  2.04  -1.101
H  -0.47  -0.88  1.93  0.276
H  -2.29  -3.69  2.19  0.387
H  -2.26  -2.07  2.58  -0.203
H  -1.71  -3.32  3.79  0.417
H  1.27  -4.08  1.74  0.314
H  0.10  -5.01  2.79  0.372
H  -0.21  -4.67  1.14  0.332
C  2.50  2.20  1.77  0.388
O  2.89  1.06  1.48  -0.184
N  3.17  2.90  2.63  0.206
C  2.73  4.22  3.09  -0.861
C  4.41  2.41  3.26  -0.671
H  1.74  2.80  1.25  -0.100
H  1.81  4.59  2.63  0.112
H  3.55  4.94  3.01  0.321
H  2.56  3.99  4.14  0.407
H  5.33  2.96  3.05  0.376
H  4.33  2.46  4.34  0.388
H  4.60  1.36  3.01  -0.215
C  -2.50  1.18  -3.47  0.239
O  -1.46  1.62  -3.89  -0.818
N  -3.65  1.46  -4.08  0.265
C  -4.86  0.87  -3.59  -0.884
C  -3.71  2.25  -5.32  -1.102
H  -2.64  0.64  -2.52  0.563
H  -4.84  0.47  -2.58  -0.037
H  -5.17  0.03  -4.21  0.353
H  -5.69  1.57  -3.63  0.452
H  -2.73  2.64  -5.58  0.319
H  -4.02  1.62  -6.15  0.353
H  -4.45  3.05  -5.24  0.324
C  8.18  -0.96  0.99  0.144
O  8.35  -2.18  1.23  -0.612
N  7.05  -0.42  0.52  0.278
C  6.91  1.05  0.23  -0.649
C  5.85  -1.18  0.52  -0.314
H  8.95  -0.17  0.96  0.271
H  6.41  1.33  -0.70  0.192
H  7.79  1.70  0.22  0.416
H  6.19  1.44  0.96  0.121
H  5.94  -2.18  0.96  0.423
H  5.04  -0.65  1.02  -0.281
H  5.40  -1.37  -0.45  0.086
C  4.00  -2.43  6.15  0.047
O  4.65  -1.63  6.78  -0.584
N  3.67  -2.27  4.88  0.306
C  2.89  -3.28  4.21  -0.798
C  4.25  -1.25  3.98  -1.322
H  3.61  -3.32  6.67  0.352
H  3.47  -4.10  3.79  0.322
H  2.30  -2.88  3.38  -0.156
H  2.06  -3.54  4.87  0.461
H  3.45  -0.73  3.47  0.288
H  4.77  -0.43  4.48  0.349
H  5.05  -1.59  3.32  0.608
C  -3.86  -3.71  -0.42  -1.518
C  -4.12  -2.46  -1.30  1.741
C  -5.58  -2.54  -1.80  -1.219
C  -6.66  -2.12  -0.92  -1.204
C  -6.33  -0.68  -0.37  -1.194
C  -5.01  -0.48  0.22  1.492
N  -3.91  -1.17  -0.58  0.420
O  -2.64  -1.11  0.06  2.207
C  -4.73  1.03  0.36  -1.468
C  -4.95  -1.08  1.63  -1.155
C  -3.14  -2.59  -2.49  -2.011
H  -4.09  -4.67  -0.89  0.464
H  -4.46  -3.75  0.49  0.412
H  -2.83  -3.58  -0.09  -0.075
H  -5.63  -2.11  -2.80  0.431
H  -5.84  -3.59  -1.89  0.382
H  -6.69  -2.77  -0.05  0.421
H  -7.64  -2.29  -1.36  0.452
H  -7.04  -0.29  0.36  0.546
H  -6.55  -0.12  -1.28  0.272
H  -5.63  1.59  0.57  0.609
H  -3.88  1.22  1.03  -0.014
H  -4.42  1.51  -0.56  -0.070
H  -5.27  -2.12  1.59  0.363
H  -3.98  -1.01  2.13  -0.442
H  -5.59  -0.58  2.37  0.411
H  -3.30  -3.53  -3.02  0.405
H  -2.09  -2.69  -2.21  0.096
H  -3.18  -1.76  -3.19  0.414
H  -2.14  -0.43  -0.40  -0.584
C  4.72  -1.33  -3.67  -1.455
C  3.51  -2.30  -3.70  1.618
C  3.36  -3.05  -2.37  -0.608
C  2.08  -3.93  -2.37  -1.370
C  0.76  -3.10  -2.76  -0.655
C  0.91  -2.30  -4.09  1.870
N  2.18  -1.56  -3.99  1.506
O  2.40  -0.47  -4.81  -0.623
C  0.90  -3.31  -5.24  -1.967
C  -0.31  -1.43  -4.16  -2.652
C  3.82  -3.30  -4.81  -2.113
H  5.02  -1.08  -4.69  0.364
H  5.57  -1.76  -3.15  0.451
H  4.42  -0.42  -3.15  -0.010
H  4.21  -3.72  -2.26  0.573
H  3.44  -2.48  -1.45  -0.381
H  1.85  -4.40  -1.41  0.492
H  2.19  -4.75  -3.08  0.452
H  0.41  -2.55  -1.88  -0.267
H  -0.12  -3.71  -2.95  0.713
H  1.52  -2.98  -6.08  0.277
H  1.09  -4.32  -4.89  0.327
H  -0.10  -3.32  -5.68  0.473
H  -0.22  -0.81  -5.05  0.564
H  -1.25  -1.97  -4.06  0.881
H  -0.29  -0.68  -3.37  0.185
H  4.86  -3.59  -4.75  0.500
H  3.71  -2.85  -5.79  0.375
H  3.31  -4.26  -4.72  0.309
H  2.37  0.25  -4.18  0.275
C  -2.66  4.38  0.44  -1.315
C  -2.64  4.25  1.98  1.566
C  -4.17  4.17  2.35  -0.916
C  -4.40  3.77  3.81  -0.982
C  -3.77  2.45  4.05  -0.963
C  -2.27  2.37  3.72  1.791
N  -2.03  2.94  2.40  0.210
O  -0.82  2.66  1.79  1.043
C  -1.40  3.09  4.83  -1.648
C  -1.90  0.88  3.85  -1.992
C  -1.95  5.56  2.60  -1.667
H  -2.98  3.53  -0.15  -0.016
H  -1.66  4.52  0.03  0.040
H  -3.15  5.32  0.16  0.468
H  -4.74  5.09  2.22  0.515
H  -4.71  3.43  1.77  -0.012
H  -5.46  3.75  4.05  0.489
H  -4.02  4.48  4.54  0.401
H  -4.35  1.76  3.43  -0.067
H  -3.98  2.24  5.10  0.475
H  -1.77  4.10  5.04  0.244
H  -1.35  2.47  5.72  0.429
H  -0.34  3.11  4.58  0.282
H  -0.83  0.76  3.98  0.387
H  -2.34  0.48  4.76  0.516
H  -2.44  0.34  3.07  0.075
H  -2.28  5.73  3.63  0.289
H  -2.25  6.43  2.02  0.497
H  -0.87  5.45  2.50  0.152
H  -1.06  2.07  1.08  -0.031

Results
* energy: -113983.581 eV
* LUMO energy: -0.20 eV
* frontier orbital gap: 6.97 eV
* energy relative to the best compared isomer or geometry (same formula, charge and spin): 332.4 kJ/mol
* HOMO energy: -7.171 eV
* total charge: 0

Question: Look up the total charge of the second one.
Answer: 0

Question: Which of these has the lowest total charge?
Answer: C45H99FK2N8O9